(1)
# C11H28Cl2NO2P2Tl

A structure of composition C11H28Cl2NO2P2Tl (wB97M-V/def2-TZVPD, the OMol25 dataset).

Properties
Molar mass   543.59 g mol⁻¹
Frontier orbital gap (alpha / beta)   4.70 / 4.23 eV
Max |F|   5.42 eV Å⁻¹
HOMO energy (alpha / beta)   -13.9 / -13.8 eV
Charge   +2
LUMO energy (alpha / beta)   -9.20 / -9.57 eV
Electronic energy   -65745.3854 eV

Cartesian coordinates (Å):
H (-1.012909, 3.211912, -2.835255)
N (-0.047589, 0.111468, 3.957638)
H (-1.930041, 3.559170, -0.095303)
H (1.264480, 1.765420, 4.159009)
H (-2.021708, -0.074594, 4.636413)
H (-1.199154, -0.426255, 2.322488)
H (2.122868, -0.188035, -6.905581)
H (-0.464841, 4.531368, -1.680489)
C (-0.271740, -3.388377, -1.654486)
C (1.184295, 0.709221, 4.465464)
Tl (0.178595, -0.129215, -3.366273)
H (1.346717, -1.015002, -5.624475)
H (-0.523539, -4.445902, -1.457667)
C (1.067632, -2.945888, 0.843665)
H (1.164293, -2.428436, 1.808216)
H (0.782247, 0.791685, -6.112390)
H (-1.618817, 2.129495, 0.960273)
H (-1.252468, -4.593223, 0.839668)
C (1.624401, 0.017850, -5.949457)
Cl (-1.683379, -0.944294, -0.521040)
C (2.521479, 0.532694, -4.803383)
C (0.933912, 3.320876, 0.345779)
C (-1.667477, 2.498496, -0.065477)
O (3.174837, 1.496646, -4.729257)
H (1.011802, -4.039298, 1.029071)
H (0.776377, -3.309121, -1.999203)
H (0.723211, 3.643902, -2.722566)
H (0.462892, 4.308584, 0.429225)
P (-0.484993, -2.580371, -0.055522)
H (1.962542, -2.749320, 0.237143)
C (-0.218836, 3.571608, -2.159636)
P (-0.002474, 2.294099, -0.862548)
H (-1.021500, -1.541828, 4.848629)
C (-1.660226, -3.578205, 0.863261)
Cl (-2.284443, 0.643845, -3.547800)
H (1.137396, 0.647757, 5.558953)
H (-2.375095, 1.900922, -0.641343)
C (-1.019653, -0.443332, 4.889829)
H (0.955519, 2.808277, 1.315128)
O (0.581030, 0.471516, 1.798539)
H (-0.941671, -2.961438, -2.422296)
H (-0.735141, -0.120243, 5.890388)
H (1.964851, 3.422021, -0.004398)
C (-0.233643, 0.054825, 2.625532)
H (2.072295, 0.165931, 4.101300)
H (-1.710832, -3.193370, 1.909215)
H (-2.631513, -3.513822, 0.381041)

Cartesian forces, eV/Å:
0.205 0.463 0.166
0.086 0.021 -0.833
-0.080 -0.194 0.082
-0.015 -0.441 0.105
0.193 -0.104 0.285
0.310 0.261 0.211
0.597 0.786 0.210
0.011 -0.268 -0.440
0.281 0.128 -0.398
0.209 0.119 0.152
-1.159 1.324 1.202
-0.504 1.115 -0.409
0.174 0.354 -0.381
0.514 0.938 0.104
-0.137 -0.072 -0.344
1.234 -1.208 0.625
-0.087 0.089 -0.063
-0.290 0.030 0.213
-0.521 -1.756 0.052
1.718 -0.690 0.704
0.768 4.747 -2.500
0.475 -0.580 -0.008
0.492 -0.691 -0.393
-1.629 -3.836 1.115
-0.255 0.546 -0.229
-0.482 -0.136 0.200
-0.273 0.262 0.055
0.109 -0.258 -0.016
-1.373 -0.943 -0.178
-0.349 0.127 0.169
0.139 -0.475 -0.325
-0.516 0.808 0.371
-0.004 0.246 0.176
0.201 0.483 0.533
1.254 -0.541 -0.009
0.226 0.120 -0.360
-0.286 0.225 0.103
-0.273 -0.160 -0.286
-0.012 0.195 -0.254
-0.557 -0.498 0.073
0.139 -0.389 0.459
-0.305 -0.103 -0.089
-0.070 0.174 0.129
0.364 0.100 0.500
-0.349 0.234 0.126
-0.069 -0.397 -0.709
-0.105 -0.154 0.103

---

(2)
# C11H28Cl3GeN7O2PdSSi

A structure of composition C11H28Cl3GeN7O2PdSSi (wB97M-V/def2-TZVPD, the OMol25 dataset).

Properties
Molar mass   635.93 g mol⁻¹
Frontier orbital gap (alpha / beta)   5.26 / 6.65 eV
Spin multiplicity   2
Max |F|   0.71 eV Å⁻¹
HOMO energy (alpha / beta)   -3.0 / -4.4 eV
Charge   -1
Energy above the lowest of the compared OMol25 structures with the same formula, charge and spin   8.5 kcal per mole
⟨S²⟩   0.7572
LUMO energy (alpha / beta)   2.30 / 2.30 eV
Electronic energy   -142670.6647 eV

Cartesian coordinates (Å):
H (-0.189604, 3.944037, -1.681915)
Pd (-0.364177, -0.060561, 0.832138)
H (-4.791272, -0.443693, -2.683379)
O (-2.184272, -1.758034, -1.332198)
H (-0.861382, 5.799977, 1.235008)
C (-1.638844, 1.617428, 5.016788)
H (-1.443531, 1.433160, 2.978641)
C (0.365926, -2.560628, 2.462099)
C (0.173706, 0.518694, 4.390676)
Ge (0.301109, -0.177161, -1.520817)
H (-3.772475, -2.076984, -4.470733)
H (1.236957, 3.055685, -1.168636)
C (0.528445, 3.829370, -0.867144)
Cl (0.728787, -2.050304, -2.755644)
H (2.414560, -1.110499, 1.247549)
N (1.697980, -2.483710, 2.691799)
H (2.485411, -2.810565, 0.779487)
H (1.586233, 4.268214, 2.076478)
H (-2.008277, -2.071887, -2.243176)
H (1.939594, -2.059927, 3.575520)
S (-0.283886, -2.569278, 0.916129)
C (-1.318577, 1.836314, 0.627738)
N (0.831035, 0.203545, 3.490611)
C (-3.399587, -1.219606, -1.286778)
C (-1.837026, -2.381790, 3.502415)
H (-2.194846, 1.874699, 1.288495)
H (1.680235, 2.503112, 1.910314)
H (-2.234368, -2.412300, 4.516642)
Cl (-0.407300, 1.163511, -3.219701)
H (-2.703016, 2.483961, 3.495954)
C (-4.185799, -1.347953, -2.585752)
H (-2.041749, -1.406183, 3.047145)
H (-1.766171, 1.780817, -0.371439)
N (-0.591774, 0.917239, 5.401101)
N (-1.982589, 1.831294, 3.747655)
N (-2.411486, 2.176592, 5.992887)
H (3.625616, -2.191445, 1.994687)
H (-3.379775, 2.352398, 5.791188)
H (0.580771, 3.221074, 3.084981)
H (0.034374, -2.374342, 4.433138)
C (2.607929, -2.123512, 1.612443)
H (-1.903367, 4.729044, 2.172550)
N (-0.411837, -2.646122, 3.570964)
N (-3.294444, -1.626732, -3.704373)
Cl (2.487365, 0.518202, -1.394144)
C (-1.433111, 4.867866, 1.192453)
H (-2.229443, 4.993805, 0.454126)
H (-2.198574, 1.862741, 6.923877)
C (1.002964, 3.342357, 2.083389)
H (-2.850729, -0.784750, -4.052370)
H (-2.334691, -3.134759, 2.895972)
H (-4.869496, -2.189390, -2.456435)
H (1.077229, 4.769521, -0.753573)
O (-3.834925, -0.681158, -0.303316)
Si (-0.323310, 3.386807, 0.742974)

Cartesian forces, eV/Å:
-0.011 0.003 0.009
-0.361 -0.049 -0.136
0.001 0.002 -0.003
-0.218 -0.144 0.034
-0.002 0.003 0.001
0.006 -0.019 0.085
0.008 0.043 -0.024
0.232 0.070 0.119
0.038 0.182 0.092
0.602 0.197 0.313
0.013 -0.007 0.004
0.008 0.001 0.011
0.003 -0.015 -0.004
-0.162 -0.036 -0.070
-0.010 -0.004 0.005
-0.022 -0.042 -0.069
0.008 -0.005 0.007
-0.001 0.003 0.003
-0.032 -0.033 -0.058
-0.003 0.000 0.007
-0.091 -0.025 0.056
-0.008 0.000 0.010
0.150 -0.141 0.151
0.175 0.134 0.058
-0.013 0.009 0.006
-0.044 -0.029 -0.021
0.004 0.002 0.009
-0.004 0.002 0.000
-0.188 -0.057 -0.111
-0.002 0.015 0.011
0.023 0.113 -0.106
0.004 -0.004 0.000
0.070 0.057 -0.040
-0.033 -0.033 -0.136
-0.042 -0.050 -0.043
0.003 0.019 -0.013
0.006 0.008 -0.009
-0.006 0.002 -0.009
-0.007 -0.001 0.004
0.008 0.005 0.004
0.017 0.011 0.022
-0.002 -0.006 -0.014
-0.018 -0.019 -0.008
-0.102 -0.004 -0.032
0.032 0.013 -0.143
0.017 0.010 0.006
-0.008 -0.004 0.007
0.004 -0.014 0.000
-0.003 -0.018 -0.020
0.096 0.021 0.043
0.002 -0.002 0.004
-0.001 0.002 0.018
0.000 0.001 -0.007
-0.147 -0.188 -0.081
0.011 0.020 0.058